(1)
Entry from the OMol25 dataset: a single C9H8Cl4N2O2 molecule at a distorted geometry (wB97M-V/def2-TZVPD).

The geometry in XYZ format:
```
25
Properties=species:S:1:pos:R:3:forces:R:3:nbo_charge:R:1
C -2.725 -1.110 -0.925 0.540 0.549 -0.375 -0.05
N -1.742 -1.395 -0.177 -0.828 -1.311 -0.264 -0.24
N -0.351 -1.011 -0.401 -1.009 0.006 -1.188 -0.18
C -0.097 -0.362 -1.698 0.193 0.342 -0.692 -0.45
C 0.348 -2.342 -0.327 -0.387 -0.905 -0.207 -0.42
C 0.032 -0.104 0.999 0.455 -0.710 1.051 0.40
O -0.346 -0.818 1.980 0.632 1.567 -0.736 -0.69
C 1.612 0.092 0.848 1.406 -1.710 -1.892 0.48
O 2.407 -0.749 0.387 -1.746 1.139 1.153 -0.54
C 2.206 1.362 1.184 -0.557 2.481 0.495 -0.16
Cl 3.930 1.417 1.253 -0.400 0.087 0.252 0.07
C 1.429 2.498 1.299 1.908 -1.548 0.736 -0.01
Cl 2.129 3.931 1.950 -0.203 -0.158 -0.479 0.09
C 0.018 2.445 1.006 -0.778 -0.836 -0.166 -0.14
Cl -0.846 3.919 1.056 0.070 0.467 -0.032 0.07
C -0.628 1.280 0.731 0.481 0.995 0.815 -0.08
Cl -2.296 1.456 0.423 -0.545 -0.230 0.173 0.06
H -3.705 -1.602 -0.772 0.783 0.233 0.512 0.21
H -2.758 -0.340 -1.711 0.402 -0.419 -0.049 0.17
H 0.964 -0.488 -1.955 -0.360 -0.066 0.119 0.24
H -0.735 -0.822 -2.476 0.470 0.063 0.341 0.22
H -0.302 0.718 -1.706 -0.106 -0.325 0.357 0.23
H 0.469 -2.709 -1.364 -0.248 0.076 0.533 0.20
H 1.329 -2.296 0.148 -0.627 0.210 -0.208 0.28
H -0.343 -2.971 0.244 0.452 0.003 -0.253 0.25
```
Positions in Å, forces in eV/Å.

## Properties
E_HOMO in eV: -8.796
Lowest unoccupied orbital energy in eV: -1.34
ΔE to the lowest compared entry with this formula, charge and spin in kJ/mol: 158.59
Molar mass in g/mol: 317.99
SMILES string: C=N[N+](C)(C)[C@@]1([O-])C(=O)C(Cl)=C(Cl)C(Cl)=C1Cl

(2)
Entry from the OMol25 dataset: a molecular structure, C9H8ClN2PSSn at a distorted geometry (wB97M-V/def2-TZVPD).

The geometry in XYZ format:
```
23
Properties=species:S:1:pos:R:3:forces:R:3:nbo_charge:R:1
C 0.141 2.996 -1.627 -0.094 -1.361 1.412 -0.14
C -0.655 2.089 -1.400 -0.041 0.197 0.803 -0.10
C -1.639 0.940 -0.945 1.902 1.396 -2.198 -0.45
C -0.819 -0.426 -0.831 -0.436 -0.462 -1.056 -0.06
Cl -2.068 -1.790 -0.984 0.516 0.878 0.271 0.03
C 0.144 -0.625 -2.064 -0.645 1.585 1.644 0.20
N 0.852 -0.427 -2.961 -0.800 -0.685 1.052 -0.15
C -0.087 -0.662 0.571 1.002 -0.092 1.159 -0.49
C -1.069 -0.475 1.808 0.287 -1.271 -0.864 0.69
N -1.955 -0.207 2.558 2.218 -0.763 -1.611 -0.84
C 1.131 0.321 0.835 0.960 0.166 -0.721 -0.26
C 2.360 0.270 0.123 -1.759 -0.067 0.510 -0.25
P 0.603 -2.428 0.809 0.420 -0.986 2.251 0.81
S 1.005 -2.536 2.737 -0.611 0.686 -0.333 -0.42
H 1.034 3.671 -1.521 -1.643 -0.802 -0.741 0.29
H -2.152 1.259 0.010 0.439 -0.613 -0.911 0.17
H -2.392 0.795 -1.780 0.651 0.194 1.214 0.31
H 1.032 1.113 1.637 -0.658 -0.003 -1.898 0.24
H 2.568 1.160 -0.550 0.806 -0.498 2.013 0.27
H 3.074 -0.601 0.154 -1.394 0.446 -1.194 0.25
H 1.836 -2.634 0.121 -0.918 0.361 -0.586 0.08
H -0.353 -3.440 0.498 0.421 0.740 -0.646 0.08
Sn -2.678 1.675 2.830 -0.622 0.953 0.432 1.76
```
Positions in Å, forces in eV/Å.

## Properties
E_HOMO in eV: -15.174
Lowest unoccupied orbital energy in eV: -11.03
Charge: +2
Molar mass in g/mol: 361.38

(3)
Entry from the OMol25 dataset: a single C9H8ClNO molecule at a distorted geometry (wB97M-V/def2-TZVPD).

The geometry in XYZ format:
```
20
Properties=species:S:1:pos:R:3:forces:R:3:nbo_charge:R:1
C -1.192 -1.394 -1.598 1.764 -2.893 3.027 -0.60
C -1.914 -0.609 -0.588 -1.885 0.732 0.523 -0.17
C -3.331 -0.855 -0.459 0.408 -0.366 -0.275 0.26
N -4.449 -1.103 -0.437 -0.517 -0.041 0.103 -0.29
C -1.448 0.355 0.193 5.681 0.927 -1.575 0.00
Cl -2.261 1.294 1.328 -0.244 0.070 0.257 0.10
C 0.249 0.739 -0.050 -4.099 -1.360 2.706 0.26
O 0.621 1.465 -1.077 -1.285 0.729 -1.577 -0.40
C 1.912 1.764 -0.957 1.976 -0.337 -0.680 0.08
C 2.400 1.147 0.186 1.281 1.684 -0.355 -0.31
C 1.292 0.542 0.803 -0.168 -1.171 0.307 -0.12
C 1.347 -0.306 2.040 0.489 -0.403 -0.683 -0.63
H -1.049 -2.496 -1.110 -0.224 2.392 -1.340 0.22
H -0.216 -0.980 -1.763 0.512 0.076 -0.097 0.24
H -1.680 -1.516 -2.499 -1.282 -0.143 -1.786 0.23
H 2.337 2.220 -1.899 -0.354 -0.398 1.699 0.22
H 3.401 1.257 0.678 -1.076 -0.243 -0.960 0.24
H 1.155 -1.378 1.847 0.554 0.468 -0.021 0.23
H 2.223 -0.122 2.659 0.471 -0.351 -0.533 0.22
H 0.604 -0.024 2.701 -2.005 0.627 1.260 0.22
```
Positions in Å, forces in eV/Å.

## Properties
E_HOMO in eV: -8.956
Lowest unoccupied orbital energy in eV: 0.53
ΔE to the lowest compared entry with this formula, charge and spin in kJ/mol: 210.07
Molar mass in g/mol: 181.62
SMILES string: C/C(C#N)=C(/Cl)c1occc1C

(4)
Entry from the OMol25 dataset: a single C9H8ClNO2 molecule at a distorted geometry (wB97M-V/def2-TZVPD).

The geometry in XYZ format:
```
21
Properties=species:S:1:pos:R:3:forces:R:3:nbo_charge:R:1
O -3.045 1.073 1.539 0.090 0.403 -0.542 -0.52
C -2.209 1.215 0.690 1.987 -0.486 0.434 0.42
C -1.406 0.058 0.051 -1.586 0.702 -0.328 0.00
Cl -2.397 0.370 -1.599 0.733 -0.404 0.422 -0.12
C -1.656 -1.404 0.476 -1.565 1.045 0.107 -0.29
N -0.991 -2.127 -0.578 -1.209 -1.594 0.195 -0.31
O 0.383 -1.941 -0.667 0.986 -3.634 -0.367 -0.33
C 0.885 -0.784 -0.450 1.146 4.625 0.702 0.35
C 2.316 -0.577 -0.516 -1.087 -3.889 -0.240 -0.26
C 2.894 0.663 -0.367 0.689 -1.270 -0.535 -0.19
C 2.053 1.707 -0.060 -0.461 1.532 1.410 -0.25
C 0.684 1.531 0.195 1.069 -1.248 -1.160 -0.15
C 0.045 0.317 -0.118 1.043 -0.385 0.116 -0.20
H -1.721 2.166 0.287 -1.497 -0.411 0.625 0.13
H -1.417 -1.500 1.603 0.026 -0.263 -1.724 0.21
H -2.745 -1.684 0.266 1.353 0.555 0.772 0.25
H -1.139 -3.156 -0.495 0.632 1.206 -0.034 0.38
H 2.828 -1.632 -0.625 -0.403 2.554 -0.027 0.23
H 4.005 0.755 -0.477 -1.289 0.122 0.213 0.23
H 2.524 2.661 0.205 -0.397 -0.236 -0.239 0.22
H 0.108 2.291 0.641 -0.261 1.076 0.199 0.21
```
Positions in Å, forces in eV/Å.

## Properties
E_HOMO in eV: -8.409
Lowest unoccupied orbital energy in eV: 0.11
ΔE to the lowest compared entry with this formula, charge and spin in kJ/mol: 275.61
Molar mass in g/mol: 197.62
SMILES string: O=C[C@]1(Cl)CNOc2ccccc21

(5)
Entry from the OMol25 dataset: a molecular structure, C9H8CsF9N5O3STe (wB97M-V/def2-TZVPD).

The geometry in XYZ format:
```
37
Properties=species:S:1:pos:R:3:forces:R:3:nbo_charge:R:1
Cs 0.731 -0.328 -1.166 0.115 -0.141 0.118 0.96
N -0.666 2.102 0.605 -0.068 0.056 -0.156 -0.67
N -1.617 2.834 -0.130 0.194 -0.063 0.164 -0.43
C -1.667 2.695 -1.480 -0.268 0.051 -0.100 0.62
N -2.874 2.951 -2.030 0.078 0.031 0.005 -0.81
N -0.553 2.337 -2.088 0.113 -0.004 -0.047 -0.47
N -0.614 2.100 -3.431 0.097 0.039 -0.001 0.62
O -1.350 2.745 -4.173 -0.002 -0.057 0.004 -0.45
O 0.164 1.250 -3.836 -0.082 0.109 -0.100 -0.42
H -1.145 1.305 1.030 -0.045 0.072 0.045 0.38
H -0.259 2.705 1.306 -0.004 -0.028 0.015 0.36
H -2.525 2.930 0.304 -0.072 -0.034 -0.010 0.39
H -3.665 2.567 -1.525 0.001 -0.034 0.041 0.42
H -2.908 2.901 -3.037 -0.002 0.009 0.007 0.43
Te -3.277 -0.109 -0.305 0.002 0.065 -0.008 -0.53
C -4.520 -1.490 0.657 -0.040 -0.086 0.057 -0.45
C -5.684 -2.047 0.202 0.025 0.002 -0.023 -0.33
C -6.276 -2.963 1.117 -0.011 -0.013 0.017 -0.26
C -5.557 -3.097 2.265 0.016 0.008 -0.023 -0.46
S -4.157 -2.105 2.223 -0.016 0.015 -0.014 0.43
H -6.096 -1.809 -0.768 -0.007 0.007 0.008 0.22
H -7.195 -3.500 0.925 -0.002 0.005 -0.001 0.21
H -5.775 -3.724 3.115 0.008 0.005 0.012 0.22
F 5.574 -2.295 1.922 0.000 -0.003 -0.010 -0.34
C 4.495 -2.104 1.132 0.008 0.005 -0.028 0.95
F 4.580 -3.005 0.133 0.009 0.001 0.014 -0.33
F 3.421 -2.431 1.855 -0.012 -0.006 0.020 -0.32
C 4.357 -0.649 0.554 0.010 -0.031 0.024 0.05
O 3.146 -0.440 0.089 -0.011 0.019 0.004 -0.91
C 5.436 -0.480 -0.575 0.071 -0.002 -0.013 0.95
F 5.032 -1.056 -1.712 -0.014 -0.010 -0.002 -0.32
F 5.641 0.821 -0.852 -0.006 0.002 0.008 -0.33
F 6.643 -1.009 -0.276 -0.033 0.008 -0.007 -0.34
C 4.718 0.357 1.708 -0.074 -0.007 -0.055 0.95
F 4.325 1.597 1.398 -0.001 -0.004 0.015 -0.32
F 6.034 0.422 1.997 0.017 0.004 0.015 -0.34
F 4.085 0.020 2.847 0.009 0.010 0.005 -0.33
```
Positions in Å, forces in eV/Å.

## Properties
E_HOMO in eV: -4.367
Lowest unoccupied orbital energy in eV: 2.08
Charge: -1
ΔE to the lowest compared entry with this formula, charge and spin in kJ/mol: 11.16
Molar mass in g/mol: 697.75

(6)
Entry from the OMol25 dataset: a single C9H8N2O molecule at a distorted geometry (wB97M-V/def2-TZVPD).

The geometry in XYZ format:
```
20
Properties=species:S:1:pos:R:3:forces:R:3:nbo_charge:R:1
C 1.896 2.830 -0.063 -0.099 -4.286 0.540 -0.23
C 1.918 1.608 0.057 -1.086 7.345 -1.059 0.19
N 2.133 0.347 -0.007 -0.752 -3.471 -0.772 -0.39
C 3.371 -0.158 0.114 2.842 0.477 -0.246 -0.08
C 3.155 -1.510 0.090 5.576 0.294 0.844 -0.06
N 1.952 -1.903 -0.095 -4.211 1.567 -0.994 -0.38
C 1.280 -0.731 -0.242 -0.147 -1.190 1.145 0.26
C -0.106 -0.603 -0.469 2.200 -0.022 0.371 -0.07
C -1.239 -0.438 -0.755 -2.959 0.220 -0.883 0.04
C -2.647 -0.162 -1.122 1.562 3.532 0.263 -0.15
O -3.386 0.420 -0.052 0.586 -2.309 1.971 -0.53
C -3.180 -0.298 1.182 -1.154 -0.827 3.415 -0.31
H 1.820 3.833 -0.312 -0.085 1.228 0.002 0.24
H 4.313 0.518 -0.035 -2.115 -1.602 0.825 0.24
H 3.982 -2.164 0.265 0.190 -0.705 -0.171 0.20
H -2.651 0.780 -1.693 0.603 -0.620 -0.906 0.23
H -3.094 -0.886 -1.748 -0.831 -1.309 0.036 0.21
H -2.224 0.043 1.969 -2.275 -0.911 -2.968 0.19
H -4.130 0.051 1.868 2.220 -1.291 -1.740 0.20
H -3.163 -1.577 1.047 -0.064 3.878 0.327 0.19
```
Positions in Å, forces in eV/Å.

## Properties
E_HOMO in eV: -8.570
Lowest unoccupied orbital energy in eV: 0.22
ΔE to the lowest compared entry with this formula, charge and spin in kJ/mol: 753.40
Molar mass in g/mol: 160.18
SMILES string: C#Cn1ccnc1C#CCOC

no.,Kohn-Sham gap (eV)
1,7.46
2,4.14
3,9.48
4,8.52
5,6.44
6,8.79